Entry 1:
A 4-piece molecular cluster, H8O4 overall, computed with ωB97M-V/def2-TZVPD.

Computed properties:
- Kohn-Sham gap: 10.601 eV
- E_HOMO: -10.3 eV
- Structure (SMILES): O.O.O.O

Structure (ORCA input):
```
! RIJCOSX wB97M-V def2-TZVPD def2/J DEFGRID3
* xyz 0 1
H -1.1300 -0.4170 0.4327
H 2.0455 -1.1764 -0.2953
H 0.8413 -2.0092 0.1126
O -2.8828 -0.3780 -0.0779
H -2.8329 0.1235 0.7436
H 2.3404 1.5562 0.5258
H 1.4912 2.2495 -0.5270
O 1.5766 1.4187 -0.0459
O -0.3299 -0.2581 -0.0806
O 1.7865 -2.0756 -0.0643
H -2.7504 0.2844 -0.7654
H -0.1555 0.6819 0.0418
*
```

=====

Entry 2:
An isolated ion of composition C3H6NO and charge +1 at a distorted geometry, computed with ωB97M-V/def2-TZVPD.

Computed properties:
- Kohn-Sham gap: 8.858 eV
- E_HOMO: -16.2 eV
- Structure (SMILES): CC(C)=[N+]=O

Structure (ORCA input):
```
! RIJCOSX wB97M-V def2-TZVPD def2/J DEFGRID3
* xyz 1 1
H -1.2349 0.7885 -0.2946
O 3.1786 0.2942 -0.6586
C -0.2608 0.8440 -0.9691
H 1.2727 -1.3140 1.3301
N 2.0186 0.3878 -0.5366
H -0.5405 0.1109 -1.8556
H -0.0715 -0.2380 1.5810
C 0.5433 -0.7865 0.8482
H 0.0062 1.8707 -1.2732
H -0.1835 -1.4611 0.3179
C 0.7974 0.2263 -0.2621
*
```

=====

Entry 3:
F8MgN4O16S8 as an isolated structure at a distorted geometry, computed with ωB97M-V/def2-TZVPD.

Computed properties:
- Kohn-Sham gap: 8.459 eV
- E_HOMO: -5.3 eV

Structure (ORCA input):
```
! RIJCOSX wB97M-V def2-TZVPD def2/J DEFGRID3
* xyz -2 1
S -0.1516 3.0591 -1.8903
O 1.8585 0.9605 2.9019
O -0.0907 -3.7214 -0.9760
F 0.5210 1.8229 -2.6873
O 1.7513 -2.7312 -2.4715
F 0.4887 -4.0609 2.9383
N -1.0992 1.9539 -0.8716
O 4.6593 1.3162 2.2302
S -2.2616 -1.9509 1.4837
O -1.9615 -2.4976 -2.9340
N -0.2854 -1.0688 -1.6618
O -1.3951 4.1409 0.4182
F -2.7907 2.1999 0.5476
O -0.0800 -1.4418 -4.2740
O 3.6785 -0.0261 0.3544
N -1.2290 -3.3327 1.6220
O 0.9973 3.6484 -1.1139
O -1.6455 -0.8276 0.7104
S -0.8809 -1.5503 -3.0288
F -3.2373 -2.7127 0.4361
S 3.9007 1.3054 0.9315
S -2.0048 3.1308 -0.4574
F 1.3580 -1.9934 -0.2280
O -3.1484 3.4283 -1.3162
S -0.7066 -2.9108 2.9814
O 0.1050 -1.6834 3.1300
F 0.7104 2.7825 1.7755
O -3.1909 -1.6302 2.5226
S 1.6282 1.4503 1.5406
F 4.9805 1.9298 -0.0864
Mg -0.6677 0.2637 -0.5051
O -1.4942 -3.3896 4.1684
O -0.8090 3.8117 -2.9566
N 2.8107 2.3823 0.7332
O 0.8017 0.6660 0.6174
F -1.7177 -0.1911 -3.0235
S 0.5978 -2.5323 -1.5605
*
```

=====

Entry 4:
A 13-piece molecular cluster, C3H32NO13S overall at a distorted geometry, computed with ωB97M-V/def2-TZVPD.

Computed properties:
- Kohn-Sham gap (alpha / beta): 1.886 / 8.418 eV
- E_HOMO (alpha / beta): -2.3 / -8.9 eV
- ⟨S²⟩: 0.75

Structure (ORCA input):
```
! RIJCOSX wB97M-V def2-TZVPD def2/J DEFGRID3
* xyz 0 2
O -0.2857 3.5822 -3.1684
O 0.5763 -1.4111 2.3535
H -1.3965 2.2210 1.7333
O -0.0552 1.4800 2.7041
O -3.5514 -2.0349 1.1028
H -0.6418 1.2372 -5.1375
C -0.7751 -1.1174 -0.5764
S -1.2919 -1.9979 -2.1712
O -1.2912 -3.6415 1.4729
H -1.1198 3.7562 -2.9697
H -3.5577 -1.2305 1.6595
H -0.4340 -1.1518 4.1016
H -0.1934 -0.4052 5.3098
H 0.8379 3.4673 -0.0303
O 3.3695 -1.4623 -0.2652
H -1.3104 -1.6081 0.1836
O 0.1499 1.3586 -4.5997
H 0.1744 0.8949 0.9717
H -0.2906 2.9755 -4.0228
H -4.4701 -2.1681 0.9520
H 1.2337 3.4432 -1.5303
H 0.7207 0.8281 -0.7367
O 1.5246 3.1387 -0.6650
H -1.3931 -4.2108 2.2472
H 4.5792 -0.2958 -2.8344
H 1.3911 -1.3517 -0.8047
C 0.7900 -1.8477 1.2512
H 1.6694 0.7112 0.5916
H 0.8053 1.7504 2.9803
O -0.7627 -0.3648 4.5517
H 4.2473 0.9984 -2.2103
H -1.3771 -0.2125 -0.5402
O -1.7378 2.4168 0.8213
H 0.9326 1.6326 -5.0838
O -3.0146 -0.3627 3.0251
H -2.0310 -3.0960 1.6122
O 1.7134 -0.2623 -2.9009
H 1.0665 0.6387 -2.9187
H -0.3647 0.8452 3.5153
N 0.8228 0.4772 0.1728
H 1.1194 -2.9070 1.0607
C 0.6091 -1.0238 -0.0859
H -3.6828 0.1823 3.2003
O 4.6110 0.1603 -2.0240
H 3.4904 -0.8848 -1.0489
H -2.3857 -0.3610 3.7590
H 3.9930 -2.1378 -0.4055
H -2.6423 2.6674 1.0030
H 1.8102 -0.3829 -3.8800
H -2.1810 -2.9329 -1.7261
*
```

=====

Entry 5:
C25H30AuN4O4S2 as an isolated structure at a distorted geometry, computed with ωB97M-V/def2-TZVPD.

Computed properties:
- Kohn-Sham gap: 6.699 eV
- E_HOMO: -11.3 eV

Structure (ORCA input):
```
! RIJCOSX wB97M-V def2-TZVPD def2/J DEFGRID3
* xyz 1 1
N 1.3107 -0.2500 -2.1107
N -3.6946 -7.0560 1.8210
C -1.7707 1.0864 3.1195
H 3.3725 1.4499 -2.9021
H 3.0041 2.6766 -4.1025
H 0.4599 -1.9840 -1.3576
H -5.6864 -5.3311 2.1230
O -2.2695 -0.9075 0.7464
H -1.8245 -0.9728 3.9528
C -1.6417 3.4340 2.5496
C -4.6877 -3.4655 1.6976
H 1.2171 2.4479 -0.4598
O -4.7101 -7.5074 2.3059
C -3.6223 -5.5841 1.6394
C 2.9841 2.4660 -3.0304
C -1.6663 4.8030 2.7539
H 2.8266 -1.8187 -4.4836
C -2.3446 -3.6486 1.1359
C -1.7653 0.0928 4.1114
H -1.6852 6.7132 1.7890
C -1.6857 2.3794 3.5380
O -4.3131 -0.6579 1.6414
H -1.6530 0.2292 6.2975
H 1.6556 0.1512 -2.9681
H -1.7127 5.1963 3.7601
C 2.5719 -2.3448 -1.6344
Au -1.7626 0.9107 1.1629
O -2.7309 -7.7073 1.4749
C 3.7611 -1.9485 -2.5071
N 1.2488 1.8876 -1.2927
S 0.7627 -0.0182 0.4918
C -4.7661 -4.8382 1.8474
H 3.3792 -3.4330 -4.0442
C -1.6276 5.1019 0.3699
H 4.6613 -2.3984 -2.0855
C -3.4797 -2.8690 1.3481
H 2.4387 -3.4302 -1.6703
H 3.3637 3.1931 -0.1981
C -3.4279 -1.3867 1.2726
H 4.5467 2.0262 -0.7839
C 4.2236 3.0673 -0.8584
H 4.5408 -2.1976 -4.5194
H 0.8648 2.0787 -3.3299
C -1.6090 3.7327 0.2257
H -1.4142 -3.1721 0.8599
C -1.6563 5.6403 1.6526
C 1.2501 -1.7147 -2.0547
H -1.6241 5.7320 -0.5074
C 1.5226 2.5253 -2.5793
H 3.9161 -0.8656 -2.4461
C -2.4117 -5.0251 1.2820
H 0.9519 -2.0481 -3.0485
H -1.5955 3.2558 -0.7471
H 1.2185 3.5686 -2.4824
N -1.6039 2.9243 1.2910
H 3.4757 4.4457 -2.3458
H -5.5571 -2.8418 1.8543
C 3.9122 3.4425 -2.3063
H 2.7694 -2.0803 -0.5931
C -1.6773 0.7084 5.3306
C 1.1287 0.5647 -1.0729
S -1.5993 2.4156 5.2412
H 4.8477 3.4958 -2.8655
C 3.6173 -2.3697 -3.9668
H -1.5526 -5.6604 1.1284
H 5.0248 3.6905 -0.4610
*
```

=====

Entry 6:
C3H8BrO3PbS as an isolated structure at a distorted geometry, computed with ωB97M-V/def2-TZVPD.

Computed properties:
- Kohn-Sham gap: 5.387 eV
- E_HOMO: -13.0 eV

Structure (ORCA input):
```
! RIJCOSX wB97M-V def2-TZVPD def2/J DEFGRID3
* xyz 1 1
S -0.5461 -0.1061 2.0195
H -1.9708 -1.6496 -1.6544
H -2.5043 -0.0774 -0.9918
O -0.6811 -0.9219 0.6363
C -1.7016 -0.6034 -1.5085
H 0.3800 -0.8070 -1.1541
C -0.4296 -0.3051 -0.6242
O -1.1027 1.2749 1.8306
O -0.9386 -0.8797 3.1550
H 1.6879 -0.9192 2.1972
Br 2.0476 1.9490 -2.3870
H -1.6059 -0.1000 -2.4705
H -0.0655 0.7187 -0.7092
H 1.3605 0.7204 3.0186
H 1.6083 0.6546 1.2972
C 1.2460 0.0760 2.1469
Pb 3.2160 0.9757 -4.8016
*
```

=====

Entry 7:
C14H26N3O8RuS5Se as an isolated structure at a distorted geometry, computed with ωB97M-V/def2-TZVPD.

Computed properties:
- Kohn-Sham gap (alpha / beta): 6.398 / 6.461 eV
- E_HOMO (alpha / beta): -4.1 / -4.1 eV

Structure (ORCA input):
```
! RIJCOSX wB97M-V def2-TZVPD def2/J DEFGRID3
* xyz -1 1
H -2.9763 -1.9387 1.2034
C 0.3499 2.7757 0.4689
H 3.3111 1.8309 3.2401
C -1.5692 1.5964 -4.3922
H -2.1453 2.5126 -4.1792
H -3.6008 -0.4466 -0.7118
H -3.0580 -0.3325 1.9120
O -0.3586 0.2619 -1.2781
H 1.1579 1.5557 -2.4254
O 2.9806 0.1587 -2.2068
Ru 0.0586 -0.7458 1.1799
C 2.6595 -0.9434 3.2228
H -1.4543 -3.5611 1.3331
H -0.9329 1.8134 -5.2586
O 2.4618 -2.2135 -0.9673
H 4.9888 1.2538 3.3683
N 3.5978 -0.1730 2.7475
C -2.5198 0.4522 -4.6789
H -3.8960 -0.7432 -3.5081
C -1.0857 0.4481 -2.2396
C -0.5102 -3.7193 0.8279
H -1.9592 -1.1170 -0.5351
C 0.5596 1.9427 -3.2363
H -1.9503 -0.4244 -4.9955
O -1.5401 1.0726 1.0463
O 4.4584 -0.7292 -0.0880
H -0.3140 2.9472 -0.3688
C -3.2535 0.1360 -3.3919
H 0.4151 3.0198 -3.1087
H 4.5374 0.0590 5.4130
S 1.8360 -2.1976 2.4205
C -2.7852 -0.9468 -1.2453
N -2.3074 -0.1494 -2.3409
H -3.1413 -1.9144 -1.6173
S 0.8646 -2.5908 -1.2440
C 3.6819 0.5848 4.9816
H 3.4218 1.4369 5.6032
C -2.7833 -1.3726 2.1151
C -1.3240 -1.4140 2.4799
S 2.2710 -0.5507 4.8770
H 1.1634 2.1285 0.1696
N -0.7088 1.2637 -3.2839
S -0.9323 -1.7639 4.0264
H -3.9069 0.9787 -3.1128
C 0.0385 -2.4396 0.2765
H 3.9146 -0.2824 1.7765
H 1.1014 1.7716 -4.1673
H -0.6271 -4.4941 0.0641
S -0.5921 1.9737 1.7469
Se 3.0012 -0.5436 -0.7646
O 0.3362 1.0791 2.4841
O -1.1673 3.0187 2.5525
C 3.9453 0.9872 3.5373
H 0.7081 3.7145 0.8739
H -3.4006 -1.7695 2.9258
H 0.1865 -4.1018 1.5787
O 2.0159 0.1250 0.3656
H -3.2224 0.7198 -5.4722
*
```

=====

Entry 8:
A 5-piece molecular cluster, C4H19NO5S overall at a distorted geometry, computed with ωB97M-V/def2-TZVPD.

Computed properties:
- Kohn-Sham gap (alpha / beta): 2.364 / 9.230 eV
- E_HOMO (alpha / beta): 0.5 / -6.4 eV
- ⟨S²⟩: 0.75

Structure (ORCA input):
```
! RIJCOSX wB97M-V def2-TZVPD def2/J DEFGRID3
* xyz -1 2
H 1.2463 1.8559 2.4553
O 1.1441 0.5256 -0.4974
C 1.3925 -0.4614 3.4695
H 0.8878 -1.3356 3.8177
H 2.4753 -0.5425 3.5090
H 2.8156 0.7276 0.6124
H -3.3938 -0.4511 0.1003
H 1.8848 2.2650 0.1709
C 0.8232 -0.0977 2.0498
H -2.6651 -1.0530 -0.9569
O -1.3388 0.6625 -3.9204
H -0.8178 -1.4036 2.6827
H 0.1629 0.3783 -0.1647
H -0.8003 -0.9401 1.0116
O -3.4612 -1.1275 -0.4116
H 2.4711 0.3738 -3.4808
H 1.0463 0.6167 -2.7131
H -1.0302 1.0850 -3.1463
O -1.7598 -2.2720 -3.2517
H -0.7891 -2.2250 -3.3153
S -2.0936 0.8424 2.2240
H -2.1152 -1.6455 -3.8534
H -1.4075 1.9426 2.1529
H 1.1287 -0.8950 1.2591
O 1.4553 0.2517 -3.5246
N 1.0548 1.2643 1.7101
C -0.6577 -0.4652 2.0324
C 1.8838 1.2377 0.4340
H 1.0230 0.2150 4.2723
H -0.5654 0.6714 -4.7279
*
```

=====

Entry 9:
C32H29N4O2P2PtS as an isolated structure at a distorted geometry, computed with ωB97M-V/def2-TZVPD.

Computed properties:
- Kohn-Sham gap (alpha / beta): 7.456 / 6.955 eV
- E_HOMO (alpha / beta): -10.3 / -10.3 eV
- ⟨S²⟩: 2.01

Structure (ORCA input):
```
! RIJCOSX wB97M-V def2-TZVPD def2/J DEFGRID3
* xyz 1 3
C -0.5120 -4.5921 -3.7980
N -3.8110 0.3344 -4.6882
C -0.3854 4.1320 0.2826
H -0.7921 0.8677 2.0059
C 4.3999 3.0394 1.5714
C -0.7636 -2.9250 0.9467
H -4.8138 0.2963 -4.6069
C 0.6040 -5.4115 -3.6815
C 0.2241 -0.9237 4.6982
H 2.2947 2.6999 1.8439
C -3.0048 4.7877 0.6523
C -2.0452 5.3989 1.4347
H -2.3297 6.1204 2.1885
C -1.7070 -3.2066 1.9195
C -0.5918 -3.4292 -3.0523
H -2.3729 -0.4228 -0.6624
H -1.5617 0.1868 4.2671
H -4.5538 3.5904 -1.3397
C -2.6088 3.8563 -0.3055
C 4.3887 0.6434 0.1527
C -0.7072 5.0735 1.2404
C 1.0667 -0.1776 2.1683
C -3.5440 3.2190 -1.2069
H -0.0978 -1.2103 5.6908
H 2.5074 -5.7076 -2.7410
H -3.3778 0.0644 -5.5518
C -2.8892 -2.4800 1.9709
C 0.4443 -3.0885 -2.1834
C -3.1287 -1.4712 1.0495
H 2.2091 -1.9527 0.1188
H -4.0588 -0.9177 1.0766
H 0.6651 -6.3232 -4.2611
S -1.4636 1.4517 -4.1148
N -3.8296 1.6472 -2.8388
H 0.6409 3.8417 0.1027
C 5.5699 1.3531 0.3162
H 2.3782 -3.6485 -1.4067
C 1.5623 -3.9063 -2.0710
O 0.5933 1.3185 -0.0557
H -1.3160 -4.8587 -4.4707
H 4.4040 3.9701 2.1230
H -1.4480 -2.7703 -3.1415
C -0.1726 0.2435 2.6378
H 2.8692 -1.2696 2.6097
H 2.1028 -1.9497 4.8559
C 5.5762 2.5481 1.0186
H 4.4022 -0.2876 -0.4003
N -1.3089 3.5343 -0.4682
C -0.9889 -1.8981 0.0316
H -4.0560 5.0145 0.7662
H 0.0709 5.5514 1.8178
H 0.1498 -3.5080 0.8902
H 6.4862 0.9702 -0.1130
H -1.5333 -4.0029 2.6313
H 2.4795 -0.9068 -1.3125
C 1.8910 -0.9657 2.9674
P 1.5852 0.3653 0.5304
Pt -0.9969 1.7526 -1.7372
C -0.5949 -0.1351 3.9025
N -3.1011 2.2452 -1.9170
O -0.1856 -0.4466 -2.2148
C 3.2098 1.1336 0.7007
P 0.2089 -1.5477 -1.2818
H 6.5004 3.0977 1.1371
C -2.1814 -1.1841 0.0789
C 1.6375 -5.0696 -2.8234
C 1.4644 -1.3395 4.2306
H -3.6372 -2.7196 2.7157
C 3.2207 2.3337 1.4131
C 1.8043 -1.1400 -0.4854
C -3.1405 1.1114 -3.8248
*
```

=====

Entry 10:
The molecule C6H7N3O at a distorted geometry, computed with ωB97M-V/def2-TZVPD.

Computed properties:
- Kohn-Sham gap (alpha / beta): 4.832 / 5.653 eV
- E_HOMO (alpha / beta): -4.4 / -9.4 eV
- ⟨S²⟩: 2.01

Structure (ORCA input):
```
! RIJCOSX wB97M-V def2-TZVPD def2/J DEFGRID3
* xyz 0 3
H -2.2966 -1.5383 1.0470
H -1.2440 -0.6929 2.0136
C -1.7852 0.1557 0.0747
H -2.8162 0.4439 0.0183
H -0.5813 -2.7630 0.0659
H 0.0893 2.4681 -1.2497
C -1.4125 -1.0081 1.0166
C 0.8011 -1.2572 0.0531
C 2.0404 0.6891 0.5095
N -0.3453 -1.8886 0.5205
C -0.8893 0.7300 -0.7047
H 3.3878 2.1082 0.0973
N 2.7788 1.6193 0.6612
C -0.2631 1.4823 -1.4999
O 1.4380 -1.7255 -0.8023
H -0.0006 1.2486 -2.5880
N 1.0988 -0.0717 0.7670
*
```

=====

Entry 11:
A 9-piece molecular cluster, C22H48Br10N4O4 overall at a distorted geometry, computed with ωB97M-V/def2-TZVPD.

Computed properties:
- Kohn-Sham gap: 9.254 eV
- E_HOMO: -9.1 eV
- Structure (SMILES): CNC(C)=O.CNC(C)=O.CNC(C)=O.CNC(C)=O.BrCCBr.BrCCBr.BrCCBr.BrCCBr.BrCCBr

Structure (ORCA input):
```
! RIJCOSX wB97M-V def2-TZVPD def2/J DEFGRID3
* xyz 0 1
Br 14.2720 13.7987 14.6264
C 13.6433 19.5900 13.2915
C 14.7802 14.4752 17.9780
O 14.5585 9.7192 12.7477
H 6.9059 13.0329 10.9976
H 10.7389 10.9903 17.7666
Br 14.8390 9.8479 17.8720
C 15.5693 8.3178 15.5251
N 8.8872 12.4789 11.5028
Br 16.1906 16.7365 16.8492
H 8.1542 14.2327 10.7383
C 12.2073 14.2206 9.9890
H 10.9221 12.1880 13.6545
O 9.7334 10.5526 12.2535
C 17.2088 15.0550 10.8764
H 15.6622 8.3944 14.4437
C 14.7823 9.5087 15.9437
H 12.7174 9.8637 10.8548
C 7.4834 11.1006 12.8588
H 15.2210 10.4020 15.5330
Br 14.4177 17.7897 13.3832
H 11.9799 13.5163 12.8927
H 13.9914 15.8902 16.5387
H 12.0036 11.9593 8.0679
H 16.1934 12.2293 12.9626
H 9.5735 8.0713 17.8315
C 12.8368 12.5376 14.5691
H 13.6981 9.4410 15.8676
H 14.1530 16.5142 18.2474
H 15.3106 14.5064 18.9332
H 14.4801 12.2867 11.0084
C 13.4871 20.1488 14.6502
H 9.7740 9.1929 19.2054
H 12.6813 12.4901 15.6399
H 7.3434 11.8913 13.5317
C 12.7396 10.9037 11.2008
C 16.7646 13.8565 10.1639
H 13.1284 11.5603 14.1710
C 14.9600 10.7382 12.1791
O 11.0562 14.0101 10.2912
H 13.7926 15.5753 10.6192
H 12.6681 19.3885 12.9113
Br 7.8140 9.8182 17.7911
C 7.8326 13.4168 11.3966
C 8.8213 11.3299 12.1824
H 6.6168 11.0476 12.2230
N 12.8158 13.7269 8.9197
H 12.4861 15.3623 11.7910
C 14.5453 15.8888 17.4404
Br 14.5596 6.6894 15.8268
N 17.6793 13.2267 9.4454
H 15.3429 13.9036 17.2177
H 16.8522 11.5664 11.4896
H 11.0548 13.4094 7.9661
H 12.8061 19.6463 15.3447
H 13.7313 14.1329 11.3694
H 17.9195 15.5806 10.2080
H 7.5610 10.1912 13.4658
Br 12.3294 21.7306 14.5991
H 16.5400 8.2730 15.9960
Br 13.1456 13.5480 18.4083
Br 10.8143 14.5266 14.7411
H 14.2794 20.1502 12.6185
H 16.8049 12.5309 7.6421
C 12.0506 13.0055 7.9117
N 14.1339 11.4077 11.3268
C 13.0742 14.9176 10.9954
H 18.1189 11.4829 8.4025
H 9.7320 12.7535 11.0376
H 11.7008 9.4927 17.6497
O 15.6129 13.5020 10.1230
H 17.6581 14.8782 11.8430
H 18.5965 13.5084 9.4165
H 13.8403 13.7707 8.9305
H 16.5211 11.5651 9.1220
C 11.6503 12.9791 13.7826
C 16.3391 11.3010 12.4048
H 12.2282 11.5011 10.4870
H 12.1299 10.9234 12.0793
H 16.4293 15.7506 11.0957
C 9.6283 9.1370 18.1482
H 12.5705 13.1352 6.9597
C 17.2756 12.1549 8.5920
C 10.7159 9.9617 17.4447
H 7.5702 13.8864 12.3758
H 16.9973 10.6823 13.0470
Br 10.5607 9.9410 15.4883
H 14.4400 20.4735 15.0495
*
```

=====

Question: Number 9 is which compound?
Answer: C32H29N4O2P2PtS